[1]
Below is a structure of composition C38H33FeN4O4SSi at a distorted geometry, with properties calculated with wB97M-V/def2-TZVPD.

Structure (ORCA input):
```
! wB97M-V def2-TZVPD RIJCOSX def2/J DEFGRID3
* xyz 0 6
Fe 0.61357 0.72377 -0.74903
O 3.43990 2.01066 -3.39960
C 2.57821 1.93447 -2.54749
O 2.24047 0.88185 -1.88376
C 1.74884 3.15001 -2.18290
C 2.13506 4.43663 -2.58679
C 1.35712 5.49964 -2.23086
C 0.19669 5.28230 -1.45711
C -0.66975 6.32078 -1.05638
C -1.77690 6.05516 -0.29835
C -2.05685 4.73741 0.10807
C -1.23873 3.70682 -0.26701
C -0.10602 3.95039 -1.07179
N 0.67398 2.90769 -1.46538
H 3.03285 4.53900 -3.17902
H 1.61867 6.50932 -2.52414
H -0.43961 7.33685 -1.35457
H -2.43684 6.86217 -0.00845
H -2.92167 4.53931 0.72843
H -1.42777 2.68830 0.04492
O -1.32414 0.69248 -2.19185
C -2.09279 0.47847 -1.25625
C -3.59783 0.32059 -1.33188
C -3.97279 0.04679 0.12388
C -2.63370 0.09649 0.85961
O -2.50758 -0.07394 2.07058
N -1.62317 0.35074 0.00078
H -3.84347 -0.49544 -2.01185
H -4.03960 1.23156 -1.73530
H -4.43226 -0.92873 0.28257
H -4.63359 0.80027 0.55218
C -1.90990 -0.56169 4.78381
C -0.72016 0.30417 4.55526
C -0.00697 0.92026 5.54921
C 1.08788 1.71753 5.18626
N 1.49548 1.80235 3.92751
C 0.82734 1.16003 2.97927
S 1.43811 1.15715 1.39337
N -0.30608 0.45602 3.27842
C 1.83469 2.52573 6.19254
H -2.30260 -0.42378 5.78820
H -1.61877 -1.60581 4.65400
H -2.68122 -0.35051 4.04436
H -0.29628 0.81422 6.58435
H -0.95328 0.13824 2.52715
H 1.62698 2.18806 7.20600
H 1.53683 3.57197 6.10008
H 2.90277 2.47597 5.99008
C -2.06567 -3.75520 -4.56618
C -1.63254 -2.45633 -4.79049
C -0.86615 -1.79714 -3.84052
C -0.51619 -2.42643 -2.64572
C -0.96482 -3.73359 -2.43131
C -1.73523 -4.39170 -3.37868
Si 0.67893 -1.66326 -1.38396
C 2.38129 -2.33779 -1.89238
C 2.86495 -3.49635 -1.27553
C 4.06052 -4.07550 -1.67493
C 4.79784 -3.50688 -2.70197
C 4.32386 -2.36789 -3.33689
C 3.12465 -1.79524 -2.94178
C 0.26592 -2.34982 0.34753
C -1.01161 -2.80112 0.68774
C -1.27572 -3.34061 1.93721
C -0.26360 -3.43606 2.88220
C 1.00612 -2.96513 2.57566
C 1.26500 -2.42791 1.32355
H -2.65284 -4.27245 -5.31454
H -1.89903 -1.95344 -5.71236
H -0.54989 -0.77699 -4.01911
H -0.69799 -4.24565 -1.51431
H -2.07201 -5.40338 -3.18620
H 2.29230 -3.95647 -0.47832
H 4.41190 -4.97494 -1.18329
H 5.73567 -3.95355 -3.00845
H 4.89176 -1.91398 -4.13929
H 2.77475 -0.90956 -3.44897
H -1.81161 -2.74301 -0.04221
H -2.27404 -3.68515 2.17917
H -0.46284 -3.88271 3.84936
H 1.80146 -3.02418 3.30979
H 2.25971 -2.06236 1.09406
*
```

Results
HOMO energy (alpha / beta)   -6.952 / -8.310 eV

[2]
Below is a structure of composition C2FI3 at a distorted geometry, with properties calculated with wB97M-V/def2-TZVPD.

Structure (ORCA input):
```
! wB97M-V def2-TZVPD RIJCOSX def2/J DEFGRID3
* xyz 0 1
C 0.31664 -0.08706 0.80937
C -1.11602 0.79926 -1.71461
F -0.08371 0.23616 2.06531
I 1.62580 -1.71772 1.08076
I -1.46697 -0.92117 -0.71561
I 0.72428 1.69053 -1.52523
*
```

Results
HOMO energy   -8.248 eV

[3]
Below is a cluster of 2 separate species, C6H13NO in total at a distorted geometry, with properties calculated with wB97M-V/def2-TZVPD.

Structure (ORCA input):
```
! wB97M-V def2-TZVPD RIJCOSX def2/J DEFGRID3
* xyz 0 1
C 1.06300 -2.36473 2.23123
C 0.50984 -0.99391 1.84399
C 0.57352 -0.48694 0.58973
C 0.04027 0.87005 0.18393
C 0.67113 1.26688 -1.10399
C 0.07825 2.22482 -1.86043
N 0.28192 2.42520 -3.28141
H 0.34127 -3.15294 1.86767
H 2.10658 -2.52668 1.81895
H 1.20280 -2.42247 3.28065
H 0.15911 -0.49505 2.71495
H 0.99230 -1.15052 -0.12116
H -1.07627 0.88501 0.25462
H 0.24438 1.65004 1.00953
H 1.52037 0.75750 -1.37925
H -0.79566 2.65995 -1.40843
H 0.12916 3.41724 -3.51493
H 1.18718 2.17898 -3.63240
O -3.17917 -1.51578 -0.17992
H -2.28451 -1.49555 0.16287
H -3.76548 -1.73110 0.52379
*
```

Results
HOMO energy   -8.057 eV

[4]
Below is a structure of composition C23H34NO2P2SeYb at a distorted geometry, with properties calculated with wB97M-V/def2-TZVPD.

Structure (ORCA input):
```
! wB97M-V def2-TZVPD RIJCOSX def2/J DEFGRID3
* xyz 0 2
C -3.82820 -1.61945 0.88712
C -2.61592 -1.46749 0.17493
N -1.61793 -0.66340 0.71987
C -1.61268 -0.46682 2.05159
C -2.71313 -0.77588 2.84578
C -3.85238 -1.32370 2.24300
C -2.42829 -2.22580 -1.01497
P -0.92374 -2.24474 -2.02078
Yb 0.58037 -0.58241 -0.12350
P 0.36328 1.48711 2.22105
C -0.25893 -0.10114 2.66484
C 1.92427 1.21979 -1.06689
C 2.59095 0.23140 -1.74635
C 3.55805 0.62466 -2.70979
C 3.79089 1.98441 -2.94029
C 3.09690 2.95813 -2.21729
C 2.13322 2.56553 -1.25601
O -3.52167 1.50470 -2.21491
O -0.63654 1.17045 -1.39083
H -4.61875 -2.18772 0.39312
H -2.66307 -0.58023 3.91369
H -4.73275 -1.56731 2.83627
C -0.89212 -4.06251 -2.17782
C -1.44005 -1.79021 -3.75392
H -0.35912 -0.05448 3.75563
H 0.45679 -0.91766 2.43783
H -3.90948 0.84810 -2.78506
H -3.33823 -2.23690 -1.60865
C 2.10573 1.60731 2.44134
C -0.62000 2.77562 2.91003
H 2.45046 -0.84854 -1.55525
H 4.11525 -0.14644 -3.25205
H 4.55897 2.27741 -3.65943
H 3.30046 4.01856 -2.39396
H 1.61906 3.34534 -0.67961
H -0.16826 1.32769 0.11018
H -0.19141 1.93548 -1.77800
H -1.62444 1.18040 -1.42211
H -4.16482 1.77431 -1.56912
H 0.08908 1.68278 0.80121
H -1.60783 -4.36540 -2.94765
H 0.10222 -4.45817 -2.40294
H -1.21684 -4.45632 -1.21032
H -2.10047 -2.56035 -4.18058
H -1.93860 -0.80989 -3.78232
H -0.53676 -1.72920 -4.38543
H -0.36604 2.85352 3.98117
H -0.40499 3.74116 2.41652
H -1.69450 2.54357 2.81159
H 2.26562 2.10481 3.41186
H 2.59807 0.62125 2.47617
H 2.58316 2.21141 1.65666
Se 1.77632 -3.00165 0.87170
C 3.12649 -2.08874 1.79125
C 4.19110 -1.39609 1.16432
C 5.25893 -0.91841 1.92285
C 5.28805 -1.09900 3.31152
C 4.22304 -1.75588 3.94529
C 3.14606 -2.22313 3.20294
H 4.18953 -1.30564 0.07729
H 6.08752 -0.41170 1.42850
H 6.13941 -0.74907 3.89972
H 4.23195 -1.91715 5.02536
H 2.32835 -2.76856 3.67937
*
```

Results
HOMO energy (alpha / beta)   -6.388 / -6.360 eV

[5]
Below is the molecule C4H9NO2 at a distorted geometry, with properties calculated with wB97M-V/def2-TZVPD.

Structure (ORCA input):
```
! wB97M-V def2-TZVPD RIJCOSX def2/J DEFGRID3
* xyz 0 1
N -1.80664 1.25638 0.63074
C 0.48812 0.60491 0.34663
C -0.73420 0.67862 1.14071
O 0.60465 1.74147 -0.49300
H 1.20952 1.45819 -1.19901
H -2.66916 1.31747 1.14704
H -1.69225 1.78821 -0.22316
H 1.35433 0.48120 0.99995
H -0.80409 0.21639 2.11040
C 0.38302 -0.78365 -0.58333
C 1.58031 -1.25142 -1.05802
O -0.46731 -1.60074 0.66402
H -1.12882 -2.19192 0.27078
H -0.41825 -0.72311 -1.31816
H 2.46323 -1.22160 -0.43157
H 1.63756 -1.77039 -2.00402
*
```

Results
HOMO energy (alpha / beta)   -6.456 / -6.456 eV

[6]
Below is the molecule C5H8N2, with properties calculated with wB97M-V/def2-TZVPD.

Structure (ORCA input):
```
! wB97M-V def2-TZVPD RIJCOSX def2/J DEFGRID3
* xyz 0 1
C 0.72431 -2.10698 0.37714
C 0.17350 -0.94669 -0.38902
C -1.16365 -0.69173 -0.57205
N -1.34071 0.67019 -0.51421
C -0.13524 1.27914 -0.28604
N -0.09907 2.62446 0.16368
C 0.82929 0.31001 -0.30226
H 0.21219 -3.05457 0.20194
H 1.80598 -2.21894 0.26882
H 0.54290 -1.81715 1.42096
H -2.00305 -1.37049 -0.64744
H -2.22291 1.15159 -0.45195
H 0.11921 2.58687 1.16103
H 0.66536 3.12776 -0.27609
H 1.89190 0.45653 -0.15450
*
```

Results
HOMO energy   -7.807 eV

[7]
Below is a structure of composition C25H17F4FeN7O2S2Se4, with properties calculated with wB97M-V/def2-TZVPD.

Structure (ORCA input):
```
! wB97M-V def2-TZVPD RIJCOSX def2/J DEFGRID3
* xyz 0 5
Fe 0.12466 0.53665 -1.93132
Se 2.34626 0.22624 -1.03363
Se 3.70713 1.53430 -2.36636
Se 2.96669 1.12331 -4.50704
Se 0.78660 0.57268 -4.27786
C 1.17133 -4.22177 0.50811
C 1.45156 -2.83100 -0.10142
N 1.25518 -1.78818 0.89821
C 2.23018 -1.95027 1.96677
C 2.04386 -3.33270 2.64159
N 0.88094 -4.00736 1.96953
C -0.36508 -3.17970 2.13013
C -0.09795 -1.82343 1.44261
H 2.02408 -4.89660 0.44805
H 0.29254 -4.69112 0.07022
H 0.79649 -2.64862 -0.94680
H 2.47507 -2.76556 -0.46799
H 2.09700 -1.15334 2.69566
H 3.22989 -1.86555 1.54072
H 1.79847 -3.25176 3.69957
H 2.90405 -3.99055 2.52356
H 0.72726 -4.91162 2.40654
H -0.54799 -3.08675 3.20005
H -1.17517 -3.72615 1.65340
H -0.19878 -1.01480 2.16335
H -0.80866 -1.66803 0.63549
F 1.15214 3.77337 4.00406
C 1.18205 4.34369 2.79503
C 1.56758 5.65204 2.70911
F 1.90096 6.27713 3.83550
C 1.60177 6.35606 1.48165
C 1.21626 5.58622 0.35845
C 0.83992 4.27467 0.45412
F 0.53128 3.63062 -0.68259
C 0.79704 3.58470 1.67435
C 0.41679 2.21040 1.77312
C -0.15986 1.51979 0.71530
N -0.66769 0.87537 -0.11213
C 0.68013 1.37929 2.89124
N 0.85951 0.61614 3.73938
F 1.23769 6.13809 -0.85287
C 1.98773 7.71538 1.38558
C 1.97694 8.44747 0.16815
N 1.97681 9.10396 -0.77878
C 2.41969 8.48495 2.49925
N 2.79528 9.15964 3.35443
O -1.83991 -3.61174 -0.53712
S -1.63338 -3.20014 -1.90901
O -0.67808 -3.96521 -2.65933
N -1.26663 -1.59413 -1.96103
C -2.20720 -0.91915 -2.59333
S -2.04085 0.73094 -2.88762
C -3.36667 -1.72903 -3.05512
C -4.50803 -1.31793 -3.71943
C -5.44670 -2.28344 -4.05947
C -5.24400 -3.62515 -3.74793
C -4.09553 -4.03885 -3.08269
C -3.18051 -3.06330 -2.74964
H -4.65359 -0.27409 -3.96407
H -6.34939 -1.99028 -4.57856
H -5.98966 -4.35659 -4.02937
H -3.92750 -5.07920 -2.83976
*
```

Results
HOMO energy (alpha / beta)   -7.421 / -7.989 eV

[8]
Below is a cluster of 2 separate species, C3H3ClF2 in total at a distorted geometry, with properties calculated with wB97M-V/def2-TZVPD.

Structure (ORCA input):
```
! wB97M-V def2-TZVPD RIJCOSX def2/J DEFGRID3
* xyz 0 1
C 1.03544 0.97550 0.56185
C 1.07869 -0.20604 1.05209
C -2.27023 0.66057 0.35041
F 1.92752 -1.25775 0.63991
F -2.13330 0.80877 1.72725
Cl -2.40041 -0.90934 -0.22287
H 1.29382 1.59496 -0.18120
H 0.53572 -0.55107 1.86204
H -2.05378 1.60350 -0.10862
*
```

Results
HOMO energy (alpha / beta)   -10.101 / -8.460 eV